# 1
{"formula": "C33H33N5O4PPt", "method": "ωB97M-V/def2-TZVPD", "elements": ["Pt", "O", "C", "C", "C", "C", "C", "C", "C", "O", "N", "N", "C", "C", "C", "C", "C", "C", "N", "H", "H", "H", "H", "H", "H", "H", "H", "H", "H", "O", "C", "C", "C", "C", "N", "C", "C", "C", "C", "C", "C", "O", "C", "C", "N", "H", "H", "H", "H", "H", "H", "H", "H", "H", "H", "H", "H", "C", "P", "C", "C", "C", "C", "C", "C", "C", "H", "H", "H", "H", "H", "H", "H", "H", "H", "H", "H"], "xyz": [[-0.20, -0.21, 0.14], [5.07, 0.78, -0.91], [4.75, 1.69, 0.02], [5.65, 2.69, 0.40], [5.34, 3.56, 1.42], [4.12, 3.48, 2.10], [3.22, 2.52, 1.73], [3.49, 1.62, 0.66], [2.47, 0.67, 0.33], [1.45, 0.52, 1.12], [2.53, -0.08, -0.79], [1.56, -0.95, -0.70], [1.47, -2.13, -1.22], [0.53, -2.95, -0.48], [0.41, -4.32, -0.63], [-0.35, -5.04, 0.27], [-0.97, -4.37, 1.31], [-0.86, -3.00, 1.39], [-0.15, -2.28, 0.52], [5.96, 0.95, -1.24], [6.61, 2.75, -0.10], [6.06, 4.32, 1.70], [3.90, 4.16, 2.91], [2.27, 2.43, 2.24], [2.19, -2.51, -1.94], [0.93, -4.81, -1.45], [-0.44, -6.11, 0.17], [-1.52, -4.91, 2.07], [-1.34, -2.45, 2.19], [-4.92, 3.98, 2.44], [-4.62, 2.93, 3.32], [-3.43, 2.20, 2.78], [-3.11, 0.91, 3.19], [-2.06, 0.24, 2.59], [-1.32, 0.81, 1.63], [-1.56, 2.09, 1.29], [-2.61, 2.81, 1.83], [-0.64, 2.62, 0.25], [-0.29, 3.94, 0.13], [0.56, 4.33, -0.90], [0.97, 5.76, -1.07], [1.49, 5.92, -2.36], [1.03, 3.35, -1.78], [0.67, 2.04, -1.58], [-0.15, 1.68, -0.58], [-5.71, 4.44, 2.74], [-5.45, 2.22, 3.44], [-4.36, 3.30, 4.32], [-3.68, 0.41, 3.97], [-1.79, -0.76, 2.89], [-2.82, 3.82, 1.51], [-0.67, 4.66, 0.84], [1.72, 5.99, -0.29], [0.11, 6.41, -0.88], [1.81, 6.82, -2.49], [1.66, 3.63, -2.61], [1.04, 1.26, -2.23], [-3.48, -1.16, 0.07], [-2.13, -0.77, -1.05], [-2.04, -2.19, -2.16], [-2.68, 0.59, -2.08], [-1.85, 1.03, -3.11], [-2.26, 2.04, -3.95], [-3.51, 2.62, -3.77], [-4.35, 2.17, -2.77], [-3.94, 1.16, -1.91], [-4.34, -1.45, -0.53], [-3.74, -0.31, 0.69], [-3.21, -2.00, 0.71], [-2.99, -2.22, -2.69], [-1.90, -3.12, -1.62], [-1.24, -2.08, -2.90], [-0.88, 0.55, -3.26], [-1.61, 2.38, -4.75], [-3.84, 3.41, -4.43], [-5.34, 2.61, -2.65], [-4.61, 0.83, -1.13]], "relative_energy_ev": 2.0166, "total_energy_ha": -2311.8155, "gap_ev": 5.56, "lumo_ev": -10.07, "homo_energy_ev": -15.63, "total_charge": 3}

***

# 2
{"formula": "C33H33N5P2SZn", "method": "ωB97M-V/def2-TZVPD", "elements": ["Zn", "N", "C", "S", "N", "N", "C", "C", "C", "C", "C", "C", "N", "H", "H", "H", "H", "H", "H", "H", "C", "N", "P", "C", "C", "C", "C", "C", "C", "C", "C", "C", "C", "C", "C", "P", "C", "C", "C", "C", "C", "C", "C", "C", "C", "C", "C", "C", "H", "H", "H", "H", "H", "H", "H", "H", "H", "H", "H", "H", "H", "H", "H", "H", "H", "H", "H", "H", "H", "H", "H", "C", "H", "H", "H"], "xyz": [[-1.36, 0.53, -1.22], [-0.77, 4.55, -2.31], [-1.06, 3.24, -2.42], [-2.55, 2.67, -1.76], [-0.16, 2.52, -3.09], [-0.52, 1.22, -3.03], [-0.32, 0.39, -3.97], [-1.07, -0.87, -3.85], [-1.03, -1.84, -4.84], [-1.90, -2.91, -4.77], [-2.79, -2.99, -3.70], [-2.73, -2.00, -2.73], [-1.90, -0.97, -2.80], [-1.44, 5.17, -1.89], [0.03, 4.93, -2.79], [0.20, 0.65, -4.89], [-0.34, -1.74, -5.67], [-1.90, -3.68, -5.53], [-3.50, -3.80, -3.61], [-3.38, -2.03, -1.87], [-1.71, -0.02, 2.50], [-0.38, 0.05, 1.92], [-0.29, -1.83, 0.03], [-0.82, -2.84, 1.45], [-0.22, -2.83, 2.71], [-0.70, -3.62, 3.74], [-1.82, -4.42, 3.54], [-2.46, -4.41, 2.31], [-1.95, -3.63, 1.28], [1.52, -1.55, 0.03], [1.98, -0.73, -1.00], [3.33, -0.47, -1.16], [4.25, -1.04, -0.29], [3.81, -1.87, 0.72], [2.45, -2.12, 0.88], [-0.21, 1.25, 0.84], [-0.82, 2.83, 1.54], [0.04, 3.73, 2.17], [-0.46, 4.88, 2.76], [-1.82, 5.15, 2.74], [-2.68, 4.25, 2.12], [-2.18, 3.11, 1.53], [1.57, 1.55, 0.70], [2.44, 1.03, 1.66], [3.80, 1.30, 1.58], [4.30, 2.08, 0.55], [3.44, 2.59, -0.41], [2.08, 2.32, -0.34], [-1.75, -0.78, 3.28], [-2.50, -0.29, 1.77], [-2.04, 0.92, 2.96], [0.59, -2.13, 2.91], [-0.22, -3.59, 4.71], [-2.20, -5.03, 4.35], [-3.34, -5.01, 2.15], [-2.47, -3.63, 0.32], [1.27, -0.27, -1.68], [3.66, 0.20, -1.95], [5.31, -0.83, -0.41], [4.52, -2.33, 1.40], [2.14, -2.79, 1.67], [1.10, 3.54, 2.20], [0.22, 5.57, 3.25], [-2.21, 6.05, 3.20], [-3.75, 4.45, 2.10], [-2.86, 2.42, 1.04], [2.02, 0.42, 2.45], [4.47, 0.89, 2.33], [5.36, 2.29, 0.49], [3.83, 3.20, -1.23], [1.42, 2.71, -1.11], [-0.17, -3.24, -1.20], [0.20, -2.86, -2.15], [-1.14, -3.72, -1.37], [0.52, -3.99, -0.83]], "relative_energy_ev": 1.4234, "total_energy_ha": -4411.3107, "gap_ev": 6.14, "lumo_ev": -0.57, "homo_energy_ev": -6.71}

***

# 3
{"formula": "C33H33N6O3P2PtS2", "method": "ωB97M-V/def2-TZVPD", "elements": ["Pt", "S", "P", "C", "P", "S", "C", "C", "C", "C", "C", "C", "C", "C", "C", "C", "C", "C", "C", "C", "C", "C", "C", "C", "C", "C", "C", "C", "C", "C", "H", "H", "H", "H", "H", "H", "H", "H", "H", "H", "H", "H", "H", "H", "H", "H", "H", "H", "H", "H", "O", "N", "O", "O", "C", "C", "N", "C", "C", "N", "C", "C", "H", "H", "H", "H", "H", "H", "H", "H", "H", "H", "H", "H", "H", "N", "C", "N", "C", "N"], "xyz": [[1.29, 0.25, -0.39], [0.31, 2.42, 0.11], [-1.30, 1.23, 0.63], [-0.59, -0.23, 0.18], [-0.60, -1.92, 0.24], [1.39, -2.21, -0.17], [-1.70, -2.58, -1.03], [-1.21, -3.37, -2.06], [-2.07, -3.84, -3.04], [-3.42, -3.51, -3.00], [-3.91, -2.71, -1.97], [-3.05, -2.25, -0.99], [-1.15, -2.58, 1.82], [-2.14, -3.56, 1.91], [-2.52, -4.04, 3.16], [-1.90, -3.56, 4.30], [-0.91, -2.59, 4.21], [-0.53, -2.10, 2.97], [-2.79, 1.59, -0.32], [-2.85, 1.15, -1.64], [-3.95, 1.45, -2.42], [-4.99, 2.20, -1.90], [-4.93, 2.66, -0.59], [-3.84, 2.36, 0.20], [-1.77, 1.29, 2.37], [-2.95, 0.66, 2.77], [-3.28, 0.61, 4.11], [-2.43, 1.17, 5.06], [-1.24, 1.77, 4.66], [-0.91, 1.84, 3.32], [-0.15, -3.60, -2.10], [-1.69, -4.45, -3.85], [-4.09, -3.87, -3.76], [-4.96, -2.45, -1.94], [-3.44, -1.62, -0.19], [-2.61, -3.95, 1.02], [-3.29, -4.80, 3.23], [-2.20, -3.94, 5.27], [-0.44, -2.20, 5.11], [0.23, -1.33, 2.90], [-2.04, 0.55, -2.04], [-4.00, 1.10, -3.45], [-5.85, 2.44, -2.51], [-5.74, 3.25, -0.18], [-3.79, 2.73, 1.22], [-3.62, 0.23, 2.04], [-4.20, 0.13, 4.42], [-2.69, 1.12, 6.11], [-0.57, 2.19, 5.40], [0.01, 2.30, 3.01], [3.20, 1.61, 1.93], [2.36, 0.87, 2.43], [2.17, 0.76, 3.61], [1.60, 0.15, 1.66], [5.09, 1.01, -3.04], [3.66, 0.63, -2.60], [3.49, 0.82, -1.15], [4.44, -0.04, -0.43], [5.89, 0.29, -0.83], [5.85, 1.42, -1.81], [5.20, 2.63, -1.20], [3.75, 2.25, -0.85], [5.10, 1.85, -3.73], [5.63, 0.17, -3.49], [3.44, -0.41, -2.84], [2.95, 1.25, -3.13], [4.21, -1.08, -0.67], [4.29, 0.12, 0.63], [6.39, -0.54, -1.33], [6.50, 0.62, 0.01], [6.80, 1.67, -2.08], [5.26, 3.43, -1.93], [5.78, 2.89, -0.32], [3.05, 2.84, -1.43], [3.55, 2.41, 0.20], [2.39, 2.43, -5.25], [1.41, 2.01, -4.80], [0.30, 1.52, -4.26], [0.53, 0.81, -3.23], [0.78, 0.16, -2.29]], "relative_energy_ev": 0.0000, "total_energy_ha": -3429.6319, "gap_ev": 6.68, "lumo_ev": -3.48, "homo_energy_ev": -10.17, "total_charge": 1}

***

# 4
{"formula": "C33H33N6ReS3", "method": "ωB97M-V/def2-TZVPD", "elements": ["Re", "C", "C", "C", "C", "C", "C", "N", "C", "C", "C", "C", "C", "C", "N", "N", "C", "C", "C", "C", "C", "N", "H", "H", "H", "H", "H", "H", "H", "H", "H", "H", "H", "H", "H", "C", "C", "S", "C", "C", "S", "C", "C", "S", "H", "H", "H", "H", "H", "H", "H", "H", "H", "H", "H", "H", "C", "C", "C", "C", "N", "C", "C", "C", "C", "C", "C", "N", "H", "H", "H", "H", "H", "H", "H", "H"], "xyz": [[-0.94, -0.29, -0.62], [-0.29, 3.36, 3.54], [-0.43, 4.09, 2.36], [-0.32, 3.45, 1.14], [-0.02, 2.08, 1.07], [0.10, 1.36, 2.27], [-0.03, 2.00, 3.48], [0.09, 1.42, -0.16], [0.61, 2.09, -1.26], [1.46, 3.21, -1.22], [1.85, 3.82, -2.39], [1.45, 3.32, -3.64], [0.67, 2.18, -3.71], [0.27, 1.56, -2.53], [-0.51, 0.42, -2.44], [-0.93, -0.13, -3.51], [-1.67, -1.25, -3.27], [-2.23, -1.95, -4.34], [-2.95, -3.10, -4.08], [-3.09, -3.53, -2.76], [-2.52, -2.79, -1.74], [-1.82, -1.66, -1.97], [-0.39, 3.86, 4.49], [-0.63, 5.15, 2.38], [-0.52, 4.00, 0.22], [0.35, 0.31, 2.24], [0.07, 1.43, 4.40], [1.81, 3.59, -0.27], [2.47, 4.70, -2.34], [1.76, 3.84, -4.54], [0.38, 1.76, -4.66], [-2.09, -1.56, -5.34], [-3.40, -3.67, -4.88], [-3.64, -4.42, -2.52], [-2.63, -3.10, -0.71], [3.93, -3.27, 0.12], [3.30, -3.01, -1.25], [2.29, -1.50, -1.46], [3.54, -0.16, -1.45], [3.95, 0.35, -0.04], [2.84, -0.33, 1.24], [3.96, -0.92, 2.56], [3.75, -2.45, 2.80], [2.74, -3.26, 1.51], [4.70, -2.53, 0.33], [4.39, -4.26, 0.11], [2.64, -3.84, -1.53], [4.09, -2.95, -1.99], [3.09, 0.63, -2.04], [4.41, -0.54, -1.98], [3.89, 1.43, 0.03], [4.97, 0.05, 0.19], [3.72, -0.35, 3.46], [4.98, -0.69, 2.27], [3.19, -2.64, 3.72], [4.70, -2.97, 2.86], [-1.36, -2.67, 3.03], [-2.47, -2.10, 3.64], [-3.11, -1.04, 3.01], [-2.63, -0.58, 1.79], [-1.54, -1.13, 1.21], [-0.93, -2.16, 1.83], [-3.28, 0.47, 0.99], [-4.43, 1.15, 1.37], [-5.03, 2.04, 0.50], [-4.44, 2.27, -0.74], [-3.28, 1.59, -1.06], [-2.71, 0.72, -0.22], [-0.84, -3.51, 3.48], [-2.84, -2.47, 4.58], [-3.98, -0.59, 3.47], [-0.07, -2.59, 1.32], [-4.87, 0.97, 2.34], [-5.94, 2.56, 0.77], [-4.88, 2.95, -1.46], [-2.79, 1.75, -2.01]], "relative_energy_ev": 0.7998, "total_energy_ha": -2877.7549, "gap_ev": [3.66, 3.61], "s2": 0.801, "lumo_ev": [-10.83, -10.88], "homo_energy_ev": [-14.49, -14.49], "multiplicity": 2, "total_charge": 3}

***

# 5
{"formula": "C33H34BrO4PRhS2", "method": "ωB97M-V/def2-TZVPD", "elements": ["Rh", "O", "S", "O", "O", "C", "C", "C", "C", "C", "C", "P", "C", "C", "C", "C", "C", "C", "C", "C", "C", "C", "C", "C", "H", "H", "H", "H", "H", "H", "H", "H", "H", "H", "H", "H", "H", "H", "C", "C", "C", "C", "C", "C", "C", "Br", "C", "O", "C", "C", "C", "C", "C", "C", "H", "H", "H", "H", "H", "H", "H", "H", "H", "H", "H", "H", "H", "H", "H", "H", "H", "H", "H", "H", "S", "C"], "xyz": [[0.01, -0.26, 1.10], [-3.60, -2.34, 1.47], [-2.20, -2.04, 1.42], [-1.72, -1.43, 0.15], [-1.71, -1.26, 2.57], [-1.30, -3.57, 1.46], [-1.95, -4.71, 0.99], [-1.25, -5.89, 0.84], [0.10, -5.94, 1.14], [0.74, -4.81, 1.62], [0.05, -3.60, 1.80], [0.88, -2.15, 2.59], [1.28, -2.97, 4.19], [0.40, -2.71, 5.23], [0.57, -3.32, 6.47], [1.62, -4.21, 6.66], [2.51, -4.47, 5.62], [2.34, -3.85, 4.39], [2.45, -2.00, 1.68], [3.66, -1.88, 2.33], [4.89, -2.04, 1.65], [4.92, -2.14, 0.30], [3.69, -1.91, -0.48], [2.39, -2.31, 0.20], [-3.00, -4.63, 0.74], [-1.76, -6.78, 0.49], [0.66, -6.85, 1.01], [1.80, -4.86, 1.87], [-0.43, -2.03, 5.07], [-0.12, -3.11, 7.28], [1.75, -4.69, 7.62], [3.33, -5.16, 5.76], [3.05, -4.06, 3.60], [3.66, -1.67, 3.39], [5.81, -2.07, 2.22], [5.86, -2.26, -0.22], [3.75, -2.12, -1.54], [1.76, -3.12, -0.16], [-4.83, 3.89, -2.79], [-3.59, 4.76, -2.51], [-3.18, 5.44, -3.82], [-3.96, 5.85, -1.50], [-2.49, 3.86, -1.95], [-2.60, 3.31, -0.69], [-1.63, 2.44, -0.24], [-1.79, 1.77, 1.52], [-0.51, 2.00, -0.96], [0.31, 1.08, -0.49], [-0.36, 2.64, -2.22], [-1.35, 3.51, -2.67], [0.86, 2.48, -3.15], [1.94, 1.53, -2.66], [1.53, 3.86, -3.31], [0.41, 1.99, -4.54], [-5.64, 4.49, -3.19], [-5.17, 3.40, -1.88], [-4.59, 3.11, -3.52], [-3.98, 6.10, -4.15], [-3.00, 4.71, -4.61], [-2.28, 6.04, -3.68], [-4.67, 6.55, -1.94], [-3.07, 6.41, -1.20], [-4.41, 5.43, -0.60], [-3.43, 3.55, -0.04], [-1.21, 3.96, -3.64], [2.30, 1.83, -1.67], [2.78, 1.56, -3.35], [1.58, 0.50, -2.59], [1.88, 4.22, -2.34], [0.84, 4.60, -3.71], [2.38, 3.79, -3.99], [-0.09, 1.02, -4.46], [1.28, 1.88, -5.19], [-0.28, 2.69, -5.02], [3.22, -0.11, -0.29], [1.90, -0.92, 0.51]], "relative_energy_ev": 4.5196, "total_energy_ha": -5400.9881, "gap_ev": [4.92, 4.93], "s2": 0.761, "lumo_ev": [-2.24, -2.24], "homo_energy_ev": [-7.16, -7.17], "multiplicity": 2}

***

# 6
{"formula": "C33H34FeN8O5S2", "method": "ωB97M-V/def2-TZVPD", "elements": ["Fe", "C", "N", "C", "C", "O", "C", "O", "C", "C", "O", "N", "C", "C", "H", "H", "H", "H", "H", "H", "H", "H", "H", "H", "H", "H", "H", "H", "H", "H", "O", "N", "O", "C", "C", "C", "C", "C", "C", "N", "C", "C", "N", "C", "C", "C", "C", "H", "H", "H", "H", "H", "H", "H", "S", "C", "C", "C", "N", "C", "C", "C", "C", "C", "N", "C", "C", "H", "H", "H", "H", "H", "H", "H", "H", "S", "C", "C", "N", "C", "H", "H", "H"], "xyz": [[-0.38, 0.54, -0.27], [-1.90, 3.19, 4.35], [-1.10, 2.16, 3.72], [0.04, 1.61, 4.43], [-1.32, 1.71, 2.49], [-0.57, 0.87, 1.96], [-2.54, 2.26, 1.75], [-2.56, 1.81, 0.41], [-3.78, 1.28, -0.09], [-3.55, -0.18, -0.50], [-2.39, -0.62, -0.46], [-4.58, -0.92, -0.87], [-5.94, -0.45, -1.08], [-4.39, -2.32, -1.17], [-1.63, 3.27, 5.40], [-2.96, 2.96, 4.29], [-1.73, 4.16, 3.87], [0.06, 1.98, 5.45], [0.98, 1.89, 3.93], [-0.02, 0.53, 4.43], [-2.49, 3.36, 1.76], [-3.44, 1.94, 2.28], [-4.08, 1.86, -0.97], [-4.58, 1.35, 0.66], [-6.02, 0.63, -1.04], [-6.62, -0.90, -0.36], [-6.25, -0.78, -2.08], [-3.36, -2.60, -0.94], [-4.59, -2.51, -2.23], [-5.07, -2.92, -0.58], [3.56, 6.92, 0.22], [4.29, 5.99, -0.03], [5.47, 6.03, -0.20], [3.67, 4.65, -0.12], [4.50, 3.59, 0.01], [4.01, 2.25, -0.02], [4.87, 1.14, 0.10], [4.32, -0.11, 0.11], [2.93, -0.25, -0.03], [2.11, 0.77, -0.17], [2.62, 2.02, -0.16], [1.73, 3.15, -0.29], [0.41, 2.91, -0.39], [-0.42, 3.92, -0.51], [0.00, 5.25, -0.56], [1.34, 5.52, -0.47], [2.25, 4.47, -0.29], [5.56, 3.76, 0.17], [5.93, 1.30, 0.21], [4.93, -0.99, 0.23], [2.47, -1.22, -0.03], [-1.47, 3.66, -0.59], [-0.72, 6.04, -0.69], [1.70, 6.54, -0.50], [-0.45, -6.40, -0.47], [-0.23, -4.61, -0.44], [-0.35, -3.91, 0.75], [-0.16, -2.54, 0.73], [0.14, -1.87, -0.38], [0.24, -2.54, -1.52], [0.06, -3.92, -1.61], [1.29, -6.74, -0.15], [2.20, -6.74, -1.19], [3.53, -7.00, -0.88], [3.90, -7.22, 0.35], [3.06, -7.23, 1.35], [1.70, -6.99, 1.15], [-0.59, -4.42, 1.67], [-0.23, -1.96, 1.64], [0.49, -1.97, -2.40], [0.14, -4.43, -2.55], [1.90, -6.57, -2.22], [4.30, -7.04, -1.64], [3.46, -7.45, 2.33], [1.01, -7.01, 1.98], [0.31, 1.28, -5.09], [-1.21, 0.55, -4.80], [-1.40, 0.35, -3.47], [-0.37, 0.77, -2.68], [0.59, 1.27, -3.41], [-1.88, 0.30, -5.60], [-2.26, -0.09, -3.01], [1.50, 1.65, -2.97]], "relative_energy_ev": 1.6313, "total_energy_ha": -4151.2816, "gap_ev": [6.59, 3.45], "s2": 8.759, "lumo_ev": [-8.31, -11.44], "homo_energy_ev": [-14.90, -14.89], "multiplicity": 6, "total_charge": 3}